C18H22N2O3 in the gas phase, computed with ωB97M-V/def2-TZVPD.

## Properties
Gap between HOMO and LUMO = 0.3349 Eh
HOMO energy = -8.5 eV
Spin multiplicity = 1
Total charge = 0

Geometry as XYZ:
```
45
Properties=species:S:1:pos:R:3:forces:R:3
C 0.504763 -2.711319 2.196450 -0.21 0.26 0.05
H 1.343500 -2.066611 1.943933 0.16 0.06 -0.08
H 0.038760 -3.040653 1.270164 0.01 -0.06 -0.12
H 0.900107 -3.586993 2.707273 0.07 -0.12 0.05
C -0.514748 -2.001296 3.085617 0.01 -0.18 0.17
C -1.626435 -2.977331 3.467543 0.10 0.25 -0.14
H -2.398219 -2.475123 4.046161 -0.10 0.01 0.08
H -2.086504 -3.397415 2.576175 -0.09 -0.10 -0.06
H -1.225133 -3.794183 4.063889 0.03 -0.14 0.09
C 0.144017 -1.445027 4.354544 -0.03 0.42 -0.36
C 0.976129 -0.173109 4.157855 0.15 -0.52 0.27
H 1.561136 0.006077 5.066156 -0.01 -0.02 -0.20
O 0.167661 0.982557 4.033662 -0.20 0.16 -0.11
C -0.246351 1.462231 2.834351 -0.28 0.41 -0.08
C -1.149803 2.523756 2.905557 0.15 -0.19 0.20
C -1.624922 3.109431 1.750639 0.09 -0.12 -0.06
C -1.220042 2.654057 0.510378 0.11 -0.12 -0.22
C -0.318179 1.598294 0.433211 -0.27 0.32 0.06
C 0.173356 1.005043 1.587681 0.30 -0.31 -0.04
H 0.875720 0.193287 1.513802 0.06 -0.12 0.01
O 0.029914 1.206624 -0.836247 -0.07 0.09 0.13
C 0.893291 0.108182 -0.999536 0.30 -0.37 0.11
C 1.110939 -0.203190 -2.483917 -0.17 0.22 0.40
O 1.805070 -1.133472 -2.821994 0.11 -0.14 0.07
N 0.461970 0.655291 -3.306855 -0.33 0.44 0.04
C 0.433850 0.678900 -4.697964 0.07 -0.10 -0.43
C 1.116287 -0.235569 -5.496714 0.02 -0.03 0.10
C 1.008310 -0.104552 -6.871574 0.04 -0.06 0.20
N 0.298329 0.833698 -7.473964 -0.01 0.01 -0.61
C -0.347450 1.699305 -6.710829 -0.10 0.14 0.28
C -0.317179 1.671645 -5.328617 0.11 -0.14 0.01
H -0.861866 2.401192 -4.747628 -0.07 0.09 0.04
H -0.918273 2.453167 -7.236846 -0.08 0.10 0.06
H 1.521972 -0.793558 -7.528635 0.08 -0.11 0.03
H 1.707788 -1.017885 -5.053731 0.02 -0.03 0.00
H -0.077208 1.375602 -2.838904 0.13 -0.19 -0.04
H 1.881712 0.305521 -0.561144 -0.13 -0.04 -0.06
H 0.483994 -0.797363 -0.531108 0.06 0.11 -0.07
H -1.588529 3.098553 -0.399740 -0.04 0.05 -0.12
H -2.323872 3.929106 1.815272 -0.06 0.08 0.01
H -1.459500 2.867667 3.878717 -0.04 0.04 0.13
H 1.676114 -0.271677 3.324159 0.00 0.06 0.03
H 0.788882 -2.212513 4.787719 0.03 -0.07 0.08
H -0.632406 -1.207535 5.084756 0.04 -0.02 0.11
H -0.966953 -1.172808 2.530282 0.02 -0.06 0.03
```
Positions in Å, forces in eV/Å.

These are the Löwdin partial charges, in e, on atoms 1 to 6:
1. C -0.075
2. H 0.062
3. H 0.078
4. H 0.083
5. C -0.435
6. C -0.079

---

An isolated ion of composition C6H17N2 and charge +1 in a non-equilibrium geometry, computed with ωB97M-V/def2-TZVPD.

## Properties
Gap between HOMO and LUMO = 0.3353 Eh
HOMO energy = -12.6 eV
Spin multiplicity = 1
Total charge = +1

Geometry as XYZ:
```
25
Properties=species:S:1:pos:R:3:forces:R:3
N -1.692374 0.111344 -2.278596 0.81 0.05 -0.42
C -2.054210 -0.310124 -0.890484 0.89 -0.45 0.53
C -1.021407 0.239156 0.065349 -0.25 1.07 0.64
N 0.369122 -0.002933 -0.327441 -1.11 -0.19 -0.05
C 0.670719 -1.328734 -0.864415 0.95 -0.30 -0.25
C 1.195775 -0.562145 2.023509 -1.27 -1.00 0.75
C 1.245051 0.338696 0.779254 2.29 0.45 0.93
C 1.313160 1.830925 1.184404 -1.05 -0.18 -0.43
H -2.309052 -0.278326 -2.990172 0.00 0.08 -0.07
H -1.635259 1.127011 -2.373840 -0.59 0.16 0.16
H -0.715577 -0.134875 -2.490680 -0.15 -0.46 0.14
H -1.991536 -1.391092 -0.775791 -0.36 -0.06 -0.74
H -3.063689 0.006881 -0.711784 -0.34 0.28 0.29
H -1.146183 1.322748 0.156578 0.03 0.07 -0.31
H -1.287271 -0.066813 1.087057 0.06 -0.61 -0.14
H -0.151447 -1.840380 -1.365446 -0.09 0.19 0.03
H 1.481449 -1.225328 -1.593405 -0.11 0.05 -0.07
H 1.067165 -2.049886 -0.146466 -0.27 0.07 0.28
H 0.507428 -0.274219 2.829172 0.26 0.72 -0.12
H 0.800527 -1.575055 1.871729 0.33 0.00 -0.62
H 2.181859 -0.718015 2.462352 -0.05 0.31 -0.05
H 2.290883 0.204599 0.478092 -0.32 -0.42 -0.80
H 0.339146 2.329977 1.100059 0.16 -0.05 0.23
H 1.997437 2.388300 0.539062 0.00 -0.12 0.25
H 1.608275 1.858294 2.231915 0.20 0.32 -0.15
```
Positions in Å, forces in eV/Å.

These are the Löwdin partial charges, in e, on atoms 1 to 6:
1. N 0.202
2. C -0.126
3. C -0.191
4. N -0.177
5. C -0.080
6. C -0.071